ORCA calculation (the ωB97M-V functional and the def2-TZVPD basis) on C27H41N5O6P2Pb as an isolated structure.

Properties
Spin multiplicity: 1
Total charge: +4
Max |F| (eV/A): 0.745
HOMO level (eV): -19.34

Element x y z (Å)
C1 4.68 -1.97 -2.19
C2 -1.21 7.21 1.75
H1 1.56 -4.93 -1.51
C3 -1.73 -0.02 0.79
C4 -2.49 7.29 -2.20
C5 -0.43 -5.64 -1.10
H2 1.08 -3.64 4.35
O1 3.97 -1.37 0.94
H3 6.80 -2.13 -1.88
H4 0.40 -6.00 4.53
C6 -0.56 -3.83 2.99
C7 5.45 -2.85 3.70
C8 -1.51 9.64 -0.95
H5 1.21 -7.71 -0.27
H6 2.07 -5.90 3.96
C9 1.70 -7.01 -0.95
H7 -0.82 -4.37 2.07
H8 -0.81 9.18 1.52
H9 -1.14 10.55 -0.48
H10 3.47 -2.01 3.77
C10 -1.56 8.44 -0.25
C11 -4.19 0.91 1.49
C12 -2.43 8.47 -2.88
H11 -0.93 -6.32 -0.42
H12 4.44 -1.77 5.22
P1 4.84 -2.64 0.95
O2 1.85 -3.69 2.49
H13 6.45 -2.62 4.06
H14 -0.86 7.23 2.78
H15 -5.14 1.34 1.75
H16 -1.28 -4.11 3.75
H17 3.86 -4.37 -0.37
H18 -4.74 -1.11 1.96
C13 -3.55 3.10 0.76
H19 4.06 -4.50 3.73
H20 6.35 -4.13 -3.12
H21 -1.92 10.57 -2.82
H22 4.74 -1.98 -3.28
C14 -2.72 -0.92 1.23
Pb1 2.30 -0.67 -0.21
H23 -0.63 -5.98 -2.12
H24 5.77 -4.99 3.67
P2 2.00 -3.88 0.97
H25 5.08 -4.35 5.16
C15 5.07 -4.26 4.08
C16 -3.96 -0.45 1.60
H26 4.78 -0.80 3.79
C17 4.47 -1.79 4.13
O3 1.49 -2.66 0.17
H27 -2.87 6.39 -2.68
N1 -1.16 8.34 1.06
N2 -1.93 1.28 0.67
N3 -1.67 6.08 1.23
H28 0.75 -6.27 2.82
C18 1.06 -5.65 -0.86
H29 -0.63 -2.76 2.82
H30 -0.84 -4.64 -0.99
H31 1.59 -7.40 -1.96
N4 -2.95 4.04 0.18
C19 0.82 -4.21 3.46
C20 6.05 -4.12 -2.07
C21 5.90 -2.68 -1.62
H32 -2.49 -1.97 1.28
H33 4.12 -4.91 1.27
C22 1.03 -5.68 3.69
O4 5.92 -2.61 -0.15
C23 -1.94 9.65 -2.25
O5 1.27 -5.16 0.55
O6 5.66 -2.80 2.22
C24 -2.07 6.13 -0.01
H34 5.11 -4.68 -2.00
H35 3.75 -2.50 -1.92
H36 6.82 -4.62 -1.50
H37 2.76 -6.98 -0.71
C25 -2.05 7.25 -0.86
H38 -0.78 -0.50 0.53
N5 -2.69 4.93 -0.57
C26 3.76 -4.07 0.67
H39 -4.55 3.40 1.10
H40 4.67 -0.93 -1.87
C27 -3.15 1.71 1.00
H41 -2.76 8.53 -3.91